(1)
16
Properties=species:S:1:pos:R:3:forces:R:3 method="wB97M-V/def2-TZVPD" orbital_gap_ha=0.390 e_tot_ha=-1020.7108 de_lowest_ev=5.110
C -1.747779 1.090517 0.358218 0.4 1.6 -1.3
C -2.463146 -1.324105 0.012445 -0.9 1.3 -1.1
C -1.708231 -0.271874 -0.272959 0.8 0.1 2.5
N 3.335887 0.603302 0.016143 1.8 -0.2 1.6
O 1.321476 0.170509 1.422246 -0.6 1.0 2.4
O 2.059155 -1.476961 -0.024305 0.2 0.4 -0.1
F -0.468681 -0.534154 -0.807504 -1.1 -0.2 -0.7
F 3.227511 1.971736 0.155686 -0.1 0.4 -0.3
F 3.791429 0.423660 -1.262031 -0.3 0.1 -0.6
S 1.657098 0.103139 0.058799 0.2 -1.4 -2.1
H -1.567305 1.916214 -0.367502 0.3 -0.7 -0.1
H -2.764497 1.338640 0.589928 -0.6 -0.2 0.9
H -1.014607 1.327472 1.173751 -0.8 -0.9 -0.5
H -3.496564 -1.279298 0.322729 0.2 0.4 0.5
H 2.053492 -1.845370 -0.910104 -0.1 0.0 -0.5
H -2.215235 -2.213425 -0.465546 0.7 -1.7 -0.5

---

(2)
16
Properties=species:S:1:pos:R:3:forces:R:3 method="wB97M-V/def2-TZVPD" orbital_gap_ha=0.425 e_tot_ha=-984.6298 de_lowest_ev=0.000
C 1.072892 1.975714 -0.766851 -0.6 0.6 0.6
O 0.856334 0.559032 -0.523556 0.1 -0.6 1.7
P 0.050682 0.210484 0.868236 -1.9 -1.6 -4.6
O 0.083357 1.189656 1.906237 0.2 1.1 1.6
O 0.345001 -1.284289 1.232529 0.4 0.3 1.0
C 0.595630 -2.374192 0.337967 -2.4 0.9 -1.0
C -1.752666 0.133119 -0.098310 2.9 0.8 2.2
F -2.036325 1.438867 -0.222628 -0.7 0.3 -0.2
F -2.715364 -0.464025 0.596362 -0.3 -0.2 -0.3
F -1.653308 -0.368072 -1.316246 -0.3 -0.6 -0.4
H 0.031310 2.364679 -1.024388 1.7 0.1 0.0
H 1.836558 2.085210 -1.589687 -1.0 -0.2 0.9
H 1.424059 2.437972 0.211888 -0.3 -0.3 -1.5
H -0.396569 -2.849022 0.086327 1.0 0.7 -0.2
H 1.147557 -3.136712 0.784207 1.2 -0.8 1.1
H 1.110858 -1.918417 -0.482094 0.2 -0.5 -0.9

---

(3)
11
Properties=species:S:1:pos:R:3:forces:R:3 method="wB97M-V/def2-TZVPD" orbital_gap_ha="0.319 / 0.336" e_tot_ha=-272.3381 de_lowest_ev=4.164
C -0.094013 0.354304 -0.007594 -1.4 -1.0 0.3
C -2.666113 -0.146150 -0.046343 2.1 1.5 2.7
C 2.242053 -0.233913 0.023122 -3.0 -2.6 0.8
N 0.790421 -0.496928 0.033820 -1.2 1.2 -0.3
F -0.120863 1.709610 0.109091 0.7 -0.6 -0.1
H -2.501234 0.033569 1.020390 -0.6 0.2 -0.4
H -2.676504 0.626248 -0.734385 -0.5 1.4 -1.1
H -2.446098 -1.090002 -0.330017 0.2 -2.9 -1.2
H 2.471298 -0.348183 -0.954860 1.2 0.1 -3.2
H 2.617091 -1.102334 0.493798 1.1 -0.3 1.1
H 2.383966 0.693784 0.392979 1.3 2.8 1.4

---

(4)
11
Properties=species:S:1:pos:R:3:forces:R:3 method="wB97M-V/def2-TZVPD" orbital_gap_ha=0.374 e_tot_ha=-272.3650 de_lowest_ev=3.433
N 1.558844 -0.687909 -0.186110 0.5 0.1 0.6
C 0.792751 0.410367 0.145330 -1.1 8.7 -1.5
C -0.729813 0.612926 -0.115353 -1.9 -2.4 -0.6
C -1.598618 -0.475534 0.210198 2.1 3.4 -2.8
F -3.009889 -0.224428 -0.145061 3.2 -1.6 1.2
H 1.772672 -1.002568 -1.154069 -1.1 0.2 1.6
H 1.179803 -1.174684 0.588673 1.0 -3.2 -0.3
H 1.249280 1.541763 -0.219329 -0.8 -3.1 0.0
H 0.765929 0.866981 1.162746 1.1 -1.8 0.4
H -0.963796 1.676787 -0.625970 -0.2 -2.8 1.7
H -1.017165 -1.543702 0.338940 -2.7 2.5 -0.1

---

(5)
11
Properties=species:S:1:pos:R:3:forces:R:3 method="wB97M-V/def2-TZVPD" orbital_gap_ha=0.386 e_tot_ha=-272.4659 de_lowest_ev=0.686
N 0.025881 -0.472914 -1.730262 0.8 0.5 -0.2
C 0.679982 -0.314415 -0.409390 -1.3 -0.3 1.0
C -0.471419 0.080126 0.630050 -1.1 -3.4 -3.3
C -0.596413 0.930594 1.558867 2.7 1.6 1.2
F 0.464481 1.646218 1.934224 1.0 1.3 0.5
H 0.710111 -0.502991 -2.490168 -0.3 0.0 0.5
H -0.605036 -1.262174 -1.846149 0.3 0.1 0.5
H 1.501565 0.445679 -0.457225 -1.1 -0.4 0.0
H 1.181269 -1.251697 -0.049996 -0.5 0.6 -0.1
H -1.505122 -0.392748 0.664864 1.5 -0.3 -1.2
H -1.385298 1.094321 2.195184 -2.0 0.3 1.1

---

(6)
11
Properties=species:S:1:pos:R:3:forces:R:3 method="wB97M-V/def2-TZVPD" orbital_gap_ha=0.418 e_tot_ha=-272.4399 de_lowest_ev=1.394
C 0.263554 -0.936544 -0.871040 -1.8 -0.4 1.8
C 0.028268 0.521298 -0.738511 -0.4 0.4 -1.9
C -0.208217 1.085810 0.635339 1.9 2.5 -2.9
N 0.047151 1.145607 -1.867372 -0.2 -0.7 1.2
F -0.265398 2.501818 -1.676053 0.1 0.5 0.2
H -0.720767 -1.391863 -0.493982 1.6 0.2 0.2
H 0.360748 -1.402716 -1.818059 0.5 0.4 -1.2
H 1.128107 -1.090205 -0.233649 -0.1 -1.0 0.2
H -0.314933 0.385426 1.387678 -1.0 -1.2 1.4
H -0.811597 1.980238 0.493008 -0.9 -0.5 0.7
H 0.735036 1.607680 0.834549 0.3 -0.2 0.3